[1]
Computed, not measured: 2 unconnected molecules or ions with the total composition C5H10O2, with ωB97M-V with the def2-TZVPD basis set.

XYZ file:
```
17
C5H10O2 (ωB97M-V with the def2-TZVPD basis set)
H -2.04623 -1.62644 0.60403
C 0.76373 -0.52019 -0.71552
H 3.18835 0.35292 0.10432
H -0.29563 1.44488 1.27673
H 2.83994 -0.11328 1.79717
H 2.91342 -1.36783 0.52829
H 1.25538 0.11303 -1.47306
C 2.61660 -0.33191 0.74940
H -2.88598 -0.86428 -0.83240
H -2.90735 2.10848 -0.91036
H -2.34362 1.92258 -1.35734
C -1.36696 0.41768 0.21272
C -2.02771 -0.83796 -0.15816
O -1.25587 1.30278 1.19698
H 1.00813 -1.56752 -0.94679
O 1.23577 -0.16206 0.58297
C -0.69198 -0.27086 -0.65899
```

Values from the calculation:
- HOMO level: -8.610 eV
- SMILES: COCC1=C(O)C1.[H][H]
- Total charge: 0
- Molecular weight: 102.1 g mol⁻¹

---

[2]
Computed, not measured: 2 unconnected molecules or ions with the total composition C5H10O2, with ωB97M-V with the def2-TZVPD basis set.

XYZ file:
```
17
C5H10O2 (ωB97M-V with the def2-TZVPD basis set)
H 0.58323 0.32481 -2.37046
H 1.31459 1.20274 1.62627
C 0.26744 1.10355 1.34741
O -1.09299 0.65209 -0.56697
O -0.41854 2.30683 1.38093
C 1.25534 -0.30993 -1.80023
H -0.78829 -2.18194 -1.46773
C -0.05874 0.14990 0.23429
H -1.56156 -0.10114 -0.95090
H 2.09142 -0.75616 -2.32609
H 0.12600 -0.97236 2.18523
H -1.47973 -0.11856 1.91561
H 1.73269 -1.11221 0.09188
H -1.40531 -2.45017 -1.14694
H -0.94938 2.33522 0.56927
C 1.05613 -0.49666 -0.49833
C -0.42469 -0.19318 1.66456
```

Values from the calculation:
- HOMO level: -9.172 eV
- SMILES: C=C[C@@]1(O)C[C@@H]1O.[H][H]
- Total charge: 0
- Molecular weight: 102.1 g mol⁻¹

---

[3]
Computed, not measured: C5H10O2 in the gas phase in a non-equilibrium geometry, with ωB97M-V with the def2-TZVPD basis set.

XYZ file:
```
17
C5H10O2 (ωB97M-V with the def2-TZVPD basis set)
C 1.21476 -0.56154 0.45727
H 0.49622 2.47060 -0.26052
H -1.88129 -2.28051 -0.19488
H 2.51569 0.42945 -0.93479
H -1.39685 -0.88286 1.59677
O -2.55360 -1.62497 0.03797
H 0.51110 1.47307 -1.76222
O 0.24955 -1.09244 -0.42051
H -2.57190 0.20740 0.82263
C 1.83496 0.72713 -0.14284
H -1.17250 0.20280 -1.21165
C -1.83689 -0.57306 0.64248
C 0.69834 1.49101 -0.69208
H 0.26952 0.15432 0.99660
H 2.37805 1.27947 0.63448
H 1.95670 -1.36223 0.71298
C -0.71187 -0.05765 -0.28168
```

Values from the calculation:
- HOMO level: -8.944 eV
- Total charge: 0
- Molecular weight: 102.1 g mol⁻¹

---

[4]
Computed, not measured: 2 unconnected molecules or ions with the total composition C5H10O2, with ωB97M-V with the def2-TZVPD basis set.

XYZ file:
```
17
C5H10O2 (ωB97M-V with the def2-TZVPD basis set)
C 1.82242 0.67721 -0.71459
H -2.82801 0.77635 0.06657
O -2.14928 -1.54536 0.38590
H 1.07146 -0.55231 2.48068
H 1.22798 0.37361 -1.58482
H -1.09566 1.14116 0.26801
H 1.72286 -1.30062 0.25499
H 2.87980 0.63263 -1.00283
H 1.58451 1.71734 -0.46321
C -1.83953 0.67302 -0.38497
O -0.80295 -1.26627 -1.38636
C -1.51032 -0.78611 -0.53023
H -1.81687 1.14028 -1.37360
H -2.06538 -2.46844 0.10112
C 1.21024 0.15565 1.66734
H 1.04626 1.20858 1.89665
C 1.57342 -0.23780 0.44889
```

Values from the calculation:
- HOMO level: -9.611 eV
- SMILES: CC(=O)O.C=CC
- Total charge: 0
- Molecular weight: 102.1 g mol⁻¹

---

no.,LUMO level (eV)
1,0.8495
2,0.9742
3,1.0137
4,0.8111